## w
Formula: C2O3S
Source: the Open Molecules 2025 dataset
Level of theory: ωB97M-V/def2-TZVPD

Values from the calculation:
- LUMO level (eV) = -0.847
- orbital gap (eV) = 9.4
- E_HOMO (eV) = -10.235

The geometry in XYZ format:
```
6
C2O3S, DFT ωB97M-V/def2-TZVPD
C -3.314 -0.333 0.267
C 2.607 0.009 0.001
O 2.543 -0.079 -1.166
O 2.727 0.045 1.123
O -2.738 -0.087 -0.844
S -1.825 0.445 0.619
```

## x
Formula: C2O3S
Source: the Open Molecules 2025 dataset
Level of theory: ωB97M-V/def2-TZVPD

Values from the calculation:
- LUMO level (eV) = -0.442
- orbital gap (eV) = 8.9
- E_HOMO (eV) = -9.357

The geometry in XYZ format:
```
6
C2O3S, DFT ωB97M-V/def2-TZVPD
C -0.523 0.937 -0.281
C 1.542 -0.121 0.097
O 0.896 0.842 0.304
O -2.734 -0.258 -0.251
O 2.193 -1.031 -0.138
S -1.373 -0.369 0.269
```

If we sort the structures by their calculated energies, the order from most to least stable is w, x.

## w
Formula: C8H8O4
Source: the Open Molecules 2025 dataset
Level of theory: ωB97M-V/def2-TZVPD

Values from the calculation:
- LUMO level (eV) = 0.253
- orbital gap (eV) = 9.5
- structure (SMILES) = O=C(c1ccccc1)C(O)(O)O
- E_HOMO (eV) = -9.222

The geometry in XYZ format:
```
20
C8H8O4, DFT ωB97M-V/def2-TZVPD
O -1.397 2.103 -0.312
C -0.978 1.032 -0.169
C 0.437 0.606 0.007
C 0.653 -0.735 -0.338
C 1.903 -1.285 -0.132
C 2.968 -0.451 0.134
C 2.752 0.949 0.212
C 1.506 1.466 0.140
C -2.297 -0.235 0.012
O -2.083 -0.731 1.331
O -3.477 0.380 -0.202
O -2.231 -1.246 -0.916
H -0.064 -1.415 -0.437
H 1.986 -2.335 -0.428
H 4.032 -0.616 0.213
H 3.661 1.528 0.344
H 1.213 2.492 0.478
H -2.284 -1.599 1.510
H -3.369 1.358 0.020
H -2.932 -1.264 -1.466
```

## x
Formula: C8H8O4
Source: the Open Molecules 2025 dataset
Level of theory: ωB97M-V/def2-TZVPD

Values from the calculation:
- LUMO level (eV) = 0.447
- orbital gap (eV) = 9.0
- structure (SMILES) = O=C(O)COc1ccccc1O
- E_HOMO (eV) = -8.515

The geometry in XYZ format:
```
20
C8H8O4, DFT ωB97M-V/def2-TZVPD
O 1.142 1.344 -4.118
C 1.243 1.237 -2.934
O 2.404 1.506 -2.035
C 0.044 1.165 -1.857
O 0.568 0.118 -0.976
C -0.305 -0.207 0.134
C -1.528 0.225 0.475
C -1.999 -0.398 1.672
C -1.192 -1.201 2.538
C 0.056 -1.508 2.229
C 0.600 -0.947 1.076
O 1.908 -1.402 0.873
H 2.250 1.270 -1.178
H -0.924 0.954 -2.569
H -0.089 2.368 -1.495
H -2.204 0.629 -0.260
H -3.069 -0.311 2.020
H -1.618 -1.736 3.350
H 0.440 -2.143 2.945
H 2.271 -0.962 0.109
```

If we sort the structures by their calculated energies, the order from most to least stable is w, x.

## w
Formula: C2H4BrOP
Source: the Open Molecules 2025 dataset
Level of theory: ωB97M-V/def2-TZVPD

Values from the calculation:
- LUMO level (spin up / spin down) (eV) = -0.003 / -0.703
- orbital gap (spin up / spin down) (eV) = 8.8 / 6.3
- E_HOMO (spin up / spin down) (eV) = -8.807 / -7.018

The geometry in XYZ format:
```
9
C2H4BrOP, DFT ωB97M-V/def2-TZVPD
C 1.279 0.101 -0.161
C 0.466 -0.906 0.571
O -2.652 1.989 0.143
P -3.284 0.766 -0.309
Br -1.227 -1.280 -0.198
H 0.675 0.975 -0.407
H 1.701 -0.282 -1.097
H 2.110 0.419 0.464
H 0.933 -1.783 0.994
```

## x
Formula: C2H4BrOP
Source: the Open Molecules 2025 dataset
Level of theory: ωB97M-V/def2-TZVPD

Values from the calculation:
- LUMO level (spin up / spin down) (eV) = -0.635 / -0.330
- orbital gap (spin up / spin down) (eV) = 7.8 / 7.5
- E_HOMO (spin up / spin down) (eV) = -8.386 / -7.878

The geometry in XYZ format:
```
9
C2H4BrOP, DFT ωB97M-V/def2-TZVPD
C -1.180 1.962 0.803
C 1.027 -0.989 -0.134
O -2.105 1.884 0.073
P 1.341 0.807 0.201
Br 1.238 1.623 -1.799
H -1.287 2.725 1.613
H 0.971 -1.486 0.880
H 1.946 -1.393 -0.790
H 0.011 -1.109 -0.735
```

If we sort the structures by their calculated energies, the order from most to least stable is x, w.

## w
Formula: C19H20N3O7P2RuTe
Source: the Open Molecules 2025 dataset
Level of theory: ωB97M-V/def2-TZVPD

Values from the calculation:
- charge = +1
- LUMO level (spin up / spin down) (eV) = -6.318 / -6.284
- orbital gap (spin up / spin down) (eV) = 5.9 / 5.9
- E_HOMO (spin up / spin down) (eV) = -12.199 / -12.195

The geometry in XYZ format:
```
53
C19H20N3O7P2RuTe, DFT ωB97M-V/def2-TZVPD
Ru 0.179 0.916 0.300
O 2.971 3.054 2.094
P 1.908 2.037 1.611
O 2.180 0.586 1.821
O 0.471 2.426 1.888
O 1.835 2.176 -0.091
P 2.404 1.058 -1.230
O 3.736 0.521 -0.608
O 2.494 1.663 -2.537
O 1.298 -0.042 -0.949
H 3.867 2.709 2.211
H 3.586 -0.050 0.163
N -5.089 -7.780 -2.598
C -4.568 -6.899 -2.078
C -3.927 -5.801 -1.433
C -3.042 -4.996 -2.148
C -2.422 -3.927 -1.527
C -2.695 -3.660 -0.188
C -3.575 -4.462 0.533
C -4.188 -5.535 -0.091
N -2.082 -2.549 0.448
C -2.032 -2.287 1.806
C -1.403 -1.094 1.955
N -1.080 -0.622 0.712
C -1.479 -1.523 -0.170
H -2.833 -5.213 -3.186
H -1.721 -3.330 -2.091
H -3.807 -4.255 1.567
H -4.875 -6.160 0.460
H -2.425 -2.961 2.543
H -1.170 -0.543 2.851
H -1.391 -1.413 -1.239
C -5.108 -2.335 -2.954
C -4.279 -1.208 -2.434
C -3.333 -0.584 -3.245
C -2.551 0.468 -2.784
C -1.531 1.077 -3.695
C -2.753 0.903 -1.445
Te -1.454 2.393 -0.714
C -3.704 0.290 -0.601
C -3.953 0.704 0.813
C -4.448 -0.760 -1.123
H -4.828 -2.596 -3.973
H -6.165 -2.065 -2.951
H -4.995 -3.222 -2.327
H -3.199 -0.926 -4.263
H -1.540 0.580 -4.665
H -0.519 0.993 -3.296
H -1.733 2.132 -3.875
H -3.173 1.353 1.211
H -4.013 -0.169 1.463
H -4.902 1.237 0.890
H -5.180 -1.244 -0.487
```

## x
Formula: C19H20N3O7P2RuTe
Source: the Open Molecules 2025 dataset
Level of theory: ωB97M-V/def2-TZVPD

Values from the calculation:
- charge = +1
- LUMO level (spin up / spin down) (eV) = -6.413 / -6.418
- orbital gap (spin up / spin down) (eV) = 5.7 / 5.7
- E_HOMO (spin up / spin down) (eV) = -12.123 / -12.090

The geometry in XYZ format:
```
53
C19H20N3O7P2RuTe, DFT ωB97M-V/def2-TZVPD
Ru 1.308 2.915 0.548
O 0.684 7.002 1.686
P 0.631 5.432 1.615
O -0.752 4.888 1.803
O 1.324 4.953 0.326
O 1.627 4.977 2.820
P 2.118 3.436 2.890
O 2.789 3.328 4.288
O 0.910 2.529 2.677
O 3.053 3.126 1.726
H -0.164 7.419 1.910
H 2.890 4.150 4.793
N 0.584 -7.764 -1.046
C 0.840 -6.646 -0.947
C 1.156 -5.234 -0.825
C 2.454 -4.832 -0.532
C 2.747 -3.486 -0.389
C 1.740 -2.554 -0.547
C 0.449 -2.938 -0.866
C 0.157 -4.285 -0.998
N 2.044 -1.155 -0.382
C 3.230 -0.527 -0.720
C 3.068 0.771 -0.393
N 1.784 0.950 0.134
C 1.209 -0.231 0.128
H 3.231 -5.575 -0.412
H 3.752 -3.176 -0.128
H -0.323 -2.194 -1.030
H -0.843 -4.604 -1.254
H 4.059 -1.050 -1.171
H 3.772 1.581 -0.473
H 0.223 -0.454 0.498
C -3.810 -2.591 -1.346
C -3.066 -1.309 -1.049
C -2.689 -0.449 -2.073
C -2.074 0.772 -1.815
C -1.686 1.703 -2.949
C -1.809 1.095 -0.486
Te -1.099 3.033 -0.135
C -2.166 0.266 0.574
C -1.978 0.656 2.030
C -2.777 -0.947 0.263
H -3.921 -2.754 -2.418
H -4.807 -2.560 -0.903
H -3.301 -3.456 -0.917
H -2.904 -0.720 -3.104
H -1.967 1.291 -3.916
H -0.607 1.883 -2.973
H -2.184 2.676 -2.859
H -1.214 1.417 2.184
H -1.705 -0.206 2.644
H -2.911 1.054 2.441
H -3.076 -1.607 1.076
```

If we sort the structures by their calculated energies, the order from most to least stable is x, w.

## w
Formula: C2H2F2I2O
Source: the Open Molecules 2025 dataset
Level of theory: ωB97M-V/def2-TZVPD

Values from the calculation:
- LUMO level (eV) = -0.163
- orbital gap (eV) = 9.1
- E_HOMO (eV) = -9.265

The geometry in XYZ format:
```
9
C2H2F2I2O, DFT ωB97M-V/def2-TZVPD
C 1.702 -0.003 -1.133
C -1.168 0.892 0.303
O 1.557 -0.611 -2.126
F -2.167 1.390 -0.407
F -1.469 1.212 1.571
I 2.634 -0.841 0.609
I -1.661 -1.584 0.392
H 1.385 1.022 -0.931
H -0.813 -1.478 1.723
```

## x
Formula: C2H2F2I2O
Source: the Open Molecules 2025 dataset
Level of theory: ωB97M-V/def2-TZVPD

Values from the calculation:
- LUMO level (spin up / spin down) (eV) = -1.050 / -0.549
- orbital gap (spin up / spin down) (eV) = 7.2 / 8.3
- E_HOMO (spin up / spin down) (eV) = -8.275 / -8.874

The geometry in XYZ format:
```
9
C2H2F2I2O, DFT ωB97M-V/def2-TZVPD
C 0.013 -0.564 0.257
C -2.017 0.755 1.401
O 0.783 0.354 -0.235
F -1.964 1.013 2.741
F -3.145 0.043 1.227
I -0.962 -2.001 -1.079
I -1.831 2.470 0.140
H 0.388 -1.222 1.128
H 0.466 0.990 -0.848
```

If we sort the structures by their calculated energies, the order from most to least stable is w, x.

## w
Formula: C4H13NO
Source: the Open Molecules 2025 dataset
Level of theory: ωB97M-V/def2-TZVPD

Values from the calculation:
- charge = +1
- LUMO level (spin up / spin down) (eV) = -3.623 / -9.018
- spin multiplicity = 2
- orbital gap (spin up / spin down) (eV) = 10.7 / 5.3
- E_HOMO (spin up / spin down) (eV) = -14.346 / -14.346

The geometry in XYZ format:
```
19
C4H13NO, DFT ωB97M-V/def2-TZVPD
C 1.025 1.224 0.609
C 0.161 0.955 -0.644
C -0.344 -0.486 -0.726
C -1.738 -0.659 -0.029
N -2.694 0.294 -0.420
H 1.123 2.303 0.771
H 0.476 0.961 1.514
H 2.040 0.843 0.553
H 0.750 1.194 -1.526
H -0.668 1.663 -0.507
H 0.249 -1.252 -0.220
H -0.392 -0.847 -1.758
H -2.111 -1.688 -0.026
H -1.406 -0.631 1.033
H -3.289 0.574 0.374
H -2.451 1.182 -0.875
H 2.932 -2.071 1.321
H 3.124 -1.321 0.136
O 3.212 -2.238 0.419
```

## x
Formula: C4H13NO
Source: the Open Molecules 2025 dataset
Level of theory: ωB97M-V/def2-TZVPD

Values from the calculation:
- charge = +1
- LUMO level (spin up / spin down) (eV) = -3.399 / -8.654
- spin multiplicity = 2
- orbital gap (spin up / spin down) (eV) = 11.4 / 6.1
- E_HOMO (spin up / spin down) (eV) = -14.759 / -14.759

The geometry in XYZ format:
```
19
C4H13NO, DFT ωB97M-V/def2-TZVPD
C -1.536 -0.172 -0.681
C -0.436 0.493 0.056
C -1.015 1.459 1.096
C 0.019 2.418 1.684
N 0.500 -0.541 0.762
H -1.496 -1.075 -1.408
H -2.220 -0.603 -0.005
H -2.140 0.529 -1.241
H 0.329 0.829 -0.724
H -1.783 2.190 0.544
H -1.449 0.905 1.897
H 0.717 2.024 2.361
H 0.495 2.820 0.826
H -0.584 3.220 2.103
H 0.994 -0.132 1.436
H 1.097 -1.045 0.026
H 2.147 -3.691 -3.116
H 1.934 -3.427 -1.625
O 2.033 -2.994 -2.418
```

If we sort the structures by their calculated energies, the order from most to least stable is w, x.